{"formula": "C4H11NS", "method": "wB97M-V/def2-TZVPD", "elements": ["C", "N", "C", "H", "H", "H", "H", "H", "C", "S", "C", "H", "H", "H", "H", "H", "H"], "positions_angstrom": [[2.303, 0.898, 0.101], [1.680, 0.802, 1.224], [1.203, 1.923, 2.099], [2.739, 0.011, -0.575], [2.443, 1.875, -0.422], [0.508, 1.424, 2.806], [0.725, 2.595, 1.406], [1.909, 2.439, 2.745], [-2.108, -2.486, -0.197], [-2.337, -1.107, -1.441], [-1.017, -0.112, -1.868], [-3.036, -2.439, 0.398], [-1.114, -2.401, 0.406], [-1.916, -3.492, -0.601], [-1.025, -0.051, -3.002], [-0.858, 0.878, -1.500], [-0.101, -0.758, -1.580]], "forces_ev_per_a": [[-0.568, 0.190, 0.182], [2.093, -0.927, -0.793], [-0.493, -1.693, -1.033], [-1.339, 1.478, 2.048], [0.107, -0.293, 0.429], [0.048, 0.623, -0.633], [-0.541, 0.789, 0.288], [0.677, -0.184, -0.507], [2.648, 0.478, 0.677], [-3.577, -1.533, 0.653], [4.084, -1.685, -1.593], [0.793, -0.123, -0.065], [-2.003, 0.565, -0.476], [-0.734, 0.460, -0.610], [0.145, -0.070, 1.311], [-0.457, 0.542, 0.808], [-0.882, 1.384, -0.686]], "e_homo_ev": -8.27, "e_lumo_ev": 0.934, "spin_multiplicity": 1, "max_force_ha_per_bohr": 0.091, "e_above_lowest_ev": 2.944, "smiles": "C=NC.CSC"}


{"formula": "C4H11NS", "method": "wB97M-V/def2-TZVPD", "elements": ["C", "C", "N", "H", "H", "H", "H", "H", "C", "C", "S", "H", "H", "H", "H", "H", "H"], "positions_angstrom": [[-1.107, 1.312, 2.331], [-1.895, 1.860, 1.394], [-2.149, 1.362, 0.134], [-0.916, 1.825, 3.265], [-1.103, 0.246, 2.503], [-2.458, 2.740, 1.665], [-1.958, 0.379, -0.010], [-3.036, 1.669, -0.236], [2.330, -1.988, -1.689], [1.340, -0.862, -1.410], [1.044, -0.895, 0.387], [3.370, -1.727, -1.520], [2.025, -2.838, -1.093], [2.234, -2.295, -2.727], [1.596, 0.149, -1.712], [0.433, -1.078, -1.984], [0.250, 0.140, 0.702]], "forces_ev_per_a": [[-0.994, -0.250, 0.922], [0.231, -0.322, 0.652], [-0.557, 0.004, 0.157], [-0.206, 0.370, -0.143], [0.866, -0.397, -0.798], [0.451, 0.747, -0.524], [-0.014, 0.044, -0.003], [0.104, -0.210, -0.194], [-0.166, 0.407, -0.475], [-0.842, 0.273, -0.130], [0.123, -0.471, 0.422], [0.011, 0.009, 0.301], [0.238, -0.278, 0.202], [0.068, 0.014, -0.176], [0.640, -0.059, -0.054], [-0.109, -0.089, 0.398], [0.155, 0.208, -0.557]], "e_homo_ev": -8.35, "e_lumo_ev": 0.983, "spin_multiplicity": 1, "max_force_ha_per_bohr": 0.027, "e_above_lowest_ev": 1.429, "smiles": "C=CN.CCS"}


{"formula": "C4H11NS", "method": "wB97M-V/def2-TZVPD", "elements": ["C", "C", "N", "H", "H", "H", "H", "H", "C", "C", "H", "H", "H", "H", "S", "H", "H"], "positions_angstrom": [[-1.250, -1.746, 0.753], [-0.976, -0.620, 0.025], [-0.278, 0.523, 0.401], [-0.777, -1.988, 1.663], [-1.686, -2.563, 0.066], [-1.432, -0.559, -0.909], [-0.740, 1.386, 0.165], [0.163, 0.408, 1.345], [3.792, 0.866, -0.735], [3.054, 0.758, 0.342], [4.315, 0.031, -1.029], [3.790, 1.702, -1.472], [2.723, 1.577, 0.998], [2.802, -0.140, 0.872], [-4.488, 0.338, -0.276], [-3.538, 0.142, -1.177], [-5.472, -0.116, -1.035]], "forces_ev_per_a": [[0.066, 0.131, -3.925], [-0.296, -0.965, 2.689], [0.683, -1.257, 1.146], [0.198, -0.223, 1.035], [0.541, 1.128, 1.728], [-0.540, 0.215, -1.657], [0.277, 0.135, 0.360], [-0.864, 0.816, -1.354], [-0.906, 1.608, -0.998], [-0.568, 1.210, 2.122], [0.803, -1.997, -1.157], [0.430, -0.209, 1.332], [-0.463, 0.271, -1.196], [0.756, -0.877, -0.117], [-0.003, 0.274, 0.720], [0.087, -0.140, -0.349], [-0.200, -0.121, -0.377]], "e_homo_ev": -8.34, "e_lumo_ev": 0.854, "spin_multiplicity": 1, "max_force_ha_per_bohr": 0.076, "e_above_lowest_ev": 2.810, "smiles": "C=CN.C=C.S"}


{"formula": "C4H11NS", "method": "wB97M-V/def2-TZVPD", "elements": ["C", "C", "C", "C", "S", "N", "H", "H", "H", "H", "H", "H", "H", "H", "H", "H", "H"], "positions_angstrom": [[1.006, 1.660, -0.012], [0.392, 0.292, -0.265], [-0.575, 0.024, 0.908], [-1.225, -1.367, 0.772], [1.658, -2.449, -0.485], [-0.349, 0.306, -1.503], [1.666, 1.929, -0.837], [0.244, 2.439, 0.065], [1.578, 1.669, 0.913], [1.158, -0.576, -0.302], [-1.289, 0.842, 0.987], [0.032, 0.021, 1.817], [-1.557, -1.565, -0.244], [-2.021, -1.589, 1.485], [-0.376, -2.061, 0.848], [-0.331, -0.574, -1.993], [-0.010, 0.999, -2.155]], "forces_ev_per_a": [[0.963, -0.260, -0.429], [-2.355, 1.071, 0.251], [0.364, -1.507, 0.035], [0.859, 0.292, -0.253], [-0.056, 1.079, -0.021], [0.465, 0.028, -0.175], [0.159, 0.105, 0.059], [-0.175, -0.325, -0.060], [0.080, -0.022, 0.027], [0.628, -0.602, 0.143], [-0.015, 0.043, -0.296], [-0.124, 0.101, 0.121], [-0.527, 0.309, -0.064], [0.222, 0.045, -0.015], [-0.454, -0.215, 0.538], [-0.201, -0.252, 0.117], [0.166, 0.111, 0.025]], "e_homo_ev": -9.14, "e_lumo_ev": -2.787, "spin_multiplicity": 1, "max_force_ha_per_bohr": 0.051, "e_above_lowest_ev": 3.504}